# 1
{
  "formula": "C58H82MnN4O7",
  "method": "wB97M-V/def2-TZVPD",
  "symbols": ["Mn", "C", "C", "C", "C", "C", "C", "C", "C", "N", "C", "C", "N", "C", "C", "N", "C", "C", "C", "C", "C", "C", "C", "C", "C", "O", "C", "C", "C", "C", "C", "C", "C", "C", "C", "C", "C", "C", "C", "C", "C", "O", "C", "C", "C", "C", "C", "C", "C", "C", "C", "O", "C", "C", "C", "C", "C", "C", "H", "H", "H", "H", "H", "H", "H", "H", "H", "H", "H", "H", "H", "H", "H", "H", "H", "H", "H", "H", "H", "H", "H", "H", "H", "H", "H", "H", "H", "H", "H", "H", "H", "H", "H", "H", "H", "H", "H", "H", "H", "H", "H", "H", "H", "H", "H", "H", "H", "H", "H", "H", "H", "H", "H", "H", "H", "H", "H", "H", "H", "H", "H", "H", "H", "H", "H", "H", "H", "H", "H", "H", "H", "H", "H", "H", "H", "H", "O", "C", "O", "C", "C", "C", "C", "C", "C", "N", "O", "O", "H", "H", "H", "H"],
  "coordinates": [[-0.460, 0.258, -0.561], [-1.825, -6.463, -4.006], [-2.526, -5.155, -4.397], [-1.842, -4.584, -5.648], [-3.978, -5.487, -4.747], [-2.425, -4.132, -3.268], [-1.198, -3.875, -2.669], [-1.016, -2.880, -1.722], [0.428, -2.648, -1.302], [0.658, -1.848, -0.084], [0.121, -2.591, 1.048], [0.239, -1.816, 2.339], [-0.381, -0.511, 2.240], [0.385, 0.528, 2.890], [1.143, 1.461, 1.929], [1.459, 0.979, 0.567], [2.479, -0.089, 0.549], [2.081, -1.534, 0.094], [1.954, 2.202, -0.134], [2.082, 2.257, -1.631], [3.285, 2.698, -2.161], [3.437, 2.964, -3.514], [2.326, 2.728, -4.326], [1.099, 2.289, -3.852], [0.954, 2.064, -2.457], [-0.182, 1.694, -1.930], [-0.078, 2.017, -4.793], [0.278, 2.306, -6.255], [-1.269, 2.914, -4.422], [-0.500, 0.541, -4.705], [4.716, 3.537, -4.119], [4.408, 4.877, -4.803], [5.793, 3.781, -3.061], [5.290, 2.570, -5.158], [-1.792, -0.603, 2.598], [-2.656, 0.634, 2.487], [-3.783, 0.659, 3.301], [-4.717, 1.680, 3.260], [-4.451, 2.730, 2.374], [-3.349, 2.768, 1.542], [-2.425, 1.667, 1.546], [-1.409, 1.655, 0.750], [-3.101, 3.956, 0.605], [-1.738, 4.594, 0.917], [-3.118, 3.500, -0.861], [-4.163, 5.047, 0.762], [-5.992, 1.698, 4.098], [-5.998, 2.924, 5.022], [-6.128, 0.447, 4.966], [-7.217, 1.764, 3.174], [-2.112, -2.070, -1.335], [-1.963, -1.118, -0.444], [-3.382, -2.330, -1.918], [-3.498, -3.339, -2.866], [-4.587, -1.470, -1.515], [-4.341, -0.001, -1.893], [-5.871, -1.918, -2.221], [-4.841, -1.566, -0.002], [-1.977, -7.222, -4.779], [-2.218, -6.846, -3.062], [-0.751, -6.323, -3.888], [-1.859, -5.309, -6.468], [-0.806, -4.317, -5.437], [-2.349, -3.675, -5.977], [-4.004, -6.278, -5.502], [-4.502, -4.623, -5.157], [-4.530, -5.833, -3.870], [-0.320, -4.440, -2.968], [0.934, -2.147, -2.125], [0.902, -3.638, -1.175], [0.670, -3.546, 1.152], [-0.921, -2.827, 0.836], [1.295, -1.695, 2.591], [-0.209, -2.410, 3.157], [1.088, 0.079, 3.606], [-0.286, 1.164, 3.475], [2.084, 1.771, 2.418], [0.531, 2.346, 1.798], [2.943, -0.144, 1.544], [3.257, 0.228, -0.151], [2.527, -2.241, 0.810], [2.565, -1.699, -0.865], [2.938, 2.457, 0.292], [1.266, 2.998, 0.160], [4.113, 2.843, -1.476], [2.433, 2.902, -5.390], [0.591, 3.343, -6.404], [-0.605, 2.130, -6.874], [1.073, 1.650, -6.615], [-0.979, 3.969, -4.447], [-1.628, 2.681, -3.423], [-2.084, 2.765, -5.138], [0.337, -0.132, -4.891], [-1.283, 0.339, -5.444], [-0.892, 0.306, -3.718], [3.966, 5.579, -4.092], [3.702, 4.748, -5.623], [5.324, 5.321, -5.208], [5.442, 4.464, -2.284], [6.676, 4.223, -3.530], [6.099, 2.849, -2.583], [4.579, 2.391, -5.967], [5.512, 1.610, -4.695], [6.212, 2.967, -5.595], [-1.878, -0.970, 3.642], [-2.213, -1.380, 1.954], [-3.917, -0.173, 3.987], [-5.152, 3.555, 2.342], [-0.942, 3.877, 0.734], [-1.695, 4.917, 1.961], [-1.579, 5.465, 0.275], [-2.368, 2.735, -1.046], [-2.903, 4.350, -1.517], [-4.102, 3.106, -1.125], [-4.188, 5.453, 1.777], [-5.162, 4.683, 0.512], [-3.929, 5.867, 0.078], [-5.138, 2.895, 5.695], [-6.910, 2.955, 5.626], [-5.940, 3.849, 4.448], [-5.317, 0.373, 5.693], [-6.121, -0.461, 4.360], [-7.073, 0.481, 5.516], [-7.213, 2.676, 2.576], [-8.144, 1.743, 3.756], [-7.218, 0.918, 2.485], [-4.464, -3.508, -3.319], [-4.257, 0.108, -2.977], [-3.429, 0.373, -1.434], [-5.174, 0.619, -1.547], [-5.798, -1.814, -3.306], [-6.698, -1.288, -1.881], [-6.122, -2.956, -1.992], [-4.014, -1.135, 0.555], [-4.965, -2.610, 0.300], [-5.755, -1.021, 0.255], [1.881, -2.028, -4.350], [2.504, -1.184, -3.678], [2.137, -0.558, -2.659], [3.952, -0.951, -4.136], [4.286, -1.058, -5.484], [5.602, -0.953, -5.900], [6.576, -0.743, -4.936], [6.283, -0.619, -3.589], [4.955, -0.718, -3.200], [7.988, -0.644, -5.366], [8.833, -0.441, -4.518], [8.239, -0.775, -6.547], [3.492, -1.250, -6.193], [5.880, -1.032, -6.940], [7.075, -0.447, -2.875], [4.678, -0.607, -2.159]],
  "multiplicity": 6,
  "relative_energy_kcal_mol": 10.2,
  "total_charge": -2,
  "total_energy_ev": -113094.63105
}



# 2
{
  "formula": "C58H85N11O5S",
  "method": "wB97M-V/def2-TZVPD",
  "symbols": ["C", "C", "C", "C", "N", "C", "C", "O", "C", "C", "C", "C", "C", "C", "C", "C", "C", "C", "C", "C", "O", "C", "O", "C", "N", "C", "C", "S", "O", "O", "H", "H", "H", "H", "H", "H", "H", "H", "H", "H", "H", "H", "H", "H", "H", "H", "H", "H", "H", "H", "H", "H", "C", "C", "C", "C", "N", "H", "H", "H", "H", "H", "H", "H", "C", "C", "C", "C", "N", "H", "H", "H", "H", "H", "H", "H", "C", "C", "C", "C", "N", "H", "H", "H", "H", "H", "H", "H", "C", "C", "C", "C", "N", "H", "H", "H", "H", "H", "H", "H", "C", "C", "C", "C", "N", "H", "H", "H", "H", "H", "H", "H", "C", "C", "C", "C", "N", "H", "H", "H", "H", "H", "H", "H", "C", "C", "C", "C", "N", "H", "H", "H", "H", "H", "H", "H", "C", "C", "C", "C", "N", "H", "H", "H", "H", "H", "H", "H", "C", "C", "C", "C", "N", "H", "H", "H", "H", "H", "H", "H"],
  "coordinates": [[3.573, 3.718, 2.540], [3.265, 3.548, 1.157], [2.737, 3.291, -0.409], [1.568, 2.097, -0.415], [0.165, 2.557, -0.699], [-0.848, 1.450, -0.643], [-2.438, 1.877, -0.895], [-2.715, 3.319, -1.201], [-3.694, 0.775, -0.815], [-5.201, 1.365, -1.035], [-6.209, 0.440, -1.933], [-7.619, -0.041, -1.172], [-8.793, -0.945, -1.872], [-8.572, -1.413, -3.431], [-7.196, -0.943, -4.213], [-5.996, -0.032, -3.488], [-3.267, -0.769, -0.478], [-4.406, -1.936, -0.325], [-5.386, -1.715, 0.990], [-4.869, -2.789, 2.131], [-5.196, -2.221, 3.464], [-1.669, -1.196, -0.234], [-1.325, -2.601, 0.090], [-0.422, -0.085, -0.313], [0.958, -0.626, -0.068], [1.915, 0.532, -0.133], [3.519, 0.168, 0.168], [3.894, -1.433, -0.806], [5.453, -1.672, -0.781], [3.229, -2.688, -0.192], [3.685, 3.666, 3.728], [2.305, 4.281, -0.889], [3.666, 2.957, -1.042], [-2.394, 3.422, -2.159], [-5.645, 1.580, 0.045], [-5.161, 2.430, -1.572], [-7.807, 0.318, -0.056], [-9.767, -1.245, -1.249], [-9.442, -2.048, -3.919], [-7.106, -1.301, -5.348], [-5.021, 0.269, -4.071], [-5.009, -2.020, -1.346], [-3.895, -3.007, -0.190], [-5.284, -0.589, 1.302], [-6.478, -2.005, 0.624], [-3.718, -3.036, 2.056], [-5.448, -3.823, 2.027], [-4.751, -2.799, 4.166], [-1.076, -3.018, -0.809], [4.260, 0.963, -0.264], [3.658, -0.041, 1.320], [3.571, -1.255, -2.187], [1.797, -5.121, -5.412], [2.476, -3.790, -5.108], [2.547, -3.486, -3.610], [1.142, -3.412, -3.034], [-0.023, -3.351, -2.557], [0.754, -5.128, -5.080], [1.795, -5.309, -6.490], [2.320, -5.950, -4.922], [1.934, -2.989, -5.625], [3.492, -3.808, -5.518], [3.054, -2.530, -3.444], [3.111, -4.265, -3.086], [4.656, 8.940, 0.755], [3.508, 8.066, 1.248], [3.454, 6.705, 0.551], [3.256, 6.901, -0.944], [3.093, 7.064, -2.183], [4.555, 9.179, -0.309], [4.673, 9.889, 1.300], [5.621, 8.443, 0.906], [2.563, 8.602, 1.092], [3.616, 7.912, 2.327], [2.623, 6.112, 0.948], [4.381, 6.148, 0.722], [9.157, 1.679, 1.097], [8.142, 0.940, 0.231], [7.385, 1.868, -0.722], [6.618, 2.909, 0.077], [5.982, 3.773, 0.739], [8.674, 2.412, 1.751], [9.693, 0.974, 1.740], [9.894, 2.203, 0.477], [7.431, 0.419, 0.885], [8.663, 0.174, -0.353], [6.681, 1.289, -1.329], [8.081, 2.374, -1.400], [1.138, -10.964, -6.827], [1.692, -10.289, -5.577], [1.286, -8.818, -5.465], [1.817, -8.046, -6.662], [2.258, -7.406, -7.655], [1.524, -10.501, -7.741], [1.430, -12.019, -6.850], [0.044, -10.912, -6.849], [2.786, -10.373, -5.583], [1.333, -10.827, -4.693], [1.696, -8.383, -4.547], [0.196, -8.721, -5.429], [9.024, 6.084, 3.147], [9.898, 6.268, 4.383], [11.258, 5.578, 4.259], [11.060, 4.083, 4.070], [10.896, 2.843, 3.914], [8.784, 5.029, 2.975], [8.075, 6.616, 3.269], [9.522, 6.474, 2.252], [9.362, 5.879, 5.258], [10.054, 7.339, 4.552], [11.851, 5.752, 5.163], [11.816, 5.979, 3.405], [10.603, 1.935, 7.917], [9.180, 1.568, 8.327], [8.173, 1.722, 7.185], [8.145, 3.168, 6.716], [8.122, 4.367, 6.327], [10.680, 2.986, 7.621], [11.290, 1.782, 8.755], [10.942, 1.314, 7.080], [8.881, 2.199, 9.173], [9.167, 0.531, 8.678], [7.173, 1.435, 7.524], [8.445, 1.075, 6.343], [-5.544, 7.065, 0.145], [-6.692, 6.191, 0.638], [-6.746, 4.830, -0.059], [-6.944, 5.026, -1.554], [-7.107, 5.189, -2.793], [-5.645, 7.304, -0.919], [-5.527, 8.014, 0.690], [-4.579, 6.568, 0.296], [-7.637, 6.727, 0.482], [-6.584, 6.037, 1.717], [-7.577, 4.238, 0.338], [-5.819, 4.273, 0.112], [-8.426, -5.497, -3.972], [-7.803, -6.357, -2.876], [-8.323, -6.010, -1.480], [-7.992, -4.562, -1.154], [-7.717, -3.362, -0.884], [-8.182, -4.438, -3.842], [-8.047, -5.800, -4.953], [-9.517, -5.602, -3.980], [-6.713, -6.237, -2.908], [-8.017, -7.411, -3.086], [-7.857, -6.662, -0.733], [-9.407, -6.153, -1.426], [-8.887, -2.452, 2.824], [-10.382, -2.601, 3.087], [-10.749, -3.962, 3.682], [-10.353, -5.068, 2.716], [-10.025, -5.985, 1.916], [-8.533, -3.180, 2.087], [-8.669, -1.456, 2.427], [-8.311, -2.586, 3.746], [-10.925, -2.448, 2.147], [-10.702, -1.812, 3.777], [-11.828, -4.014, 3.865], [-10.235, -4.117, 4.637]],
  "total_charge": 0,
  "total_energy_ev": -98952.53085,
  "smiles": "C#CCc1nc2c(O)c(Cc3ccccc3)c(CCCO)c(O)c2nc1C[SH](=O)=O.CCCC#N.CCCC#N.CCCC#N.CCCC#N.CCCC#N.CCCC#N.CCCC#N.CCCC#N.CCCC#N"
}